No. 1
{
  "formula": "C9H14O",
  "method": "ωB97M-V with the def2-TZVPD basis set",
  "elements": ["C", "C", "C", "C", "C", "C", "C", "O", "H", "H", "H", "H", "H", "H", "H", "H", "C", "C", "H", "H", "H", "H", "H", "H"],
  "positions_angstrom": [[2.03, -1.53, -2.36], [1.30, 1.14, 0.27], [1.88, 0.02, -0.37], [0.05, 1.62, -0.23], [1.28, -0.63, -1.43], [-0.61, 0.96, -1.23], [-0.04, -0.22, -1.79], [-0.39, 2.83, 0.27], [1.51, 1.44, 1.29], [2.88, -0.29, -0.06], [0.36, 3.22, 0.69], [-1.57, 1.28, -1.61], [2.85, -2.07, -1.87], [2.66, -0.92, -3.02], [-0.50, -0.77, -2.59], [1.37, -2.18, -2.92], [-1.62, -1.33, 3.05], [-2.95, -1.93, 2.60], [-0.83, -2.04, 3.28], [-1.19, -0.83, 2.18], [-1.70, -0.67, 3.91], [-3.02, -2.07, 1.52], [-3.33, -2.81, 3.12], [-3.70, -1.14, 2.74]],
  "total_charge": -1,
  "gap_ev": [3.00, 6.84],
  "total_energy_ev": -11605.8497,
  "e_homo_ev": [0.678, -3.189],
  "spin_multiplicity": 2
}

***

No. 2
{
  "formula": "C14H25CrNO4P2S",
  "method": "ωB97M-V with the def2-TZVPD basis set",
  "elements": ["Cr", "H", "H", "P", "P", "C", "H", "H", "H", "C", "H", "H", "H", "C", "H", "H", "H", "C", "H", "H", "H", "C", "H", "H", "H", "C", "H", "H", "H", "C", "O", "H", "O", "S", "O", "N", "C", "O", "C", "C", "C", "C", "C", "C", "H", "H", "H", "H"],
  "positions_angstrom": [[0.79, -1.57, -0.55], [1.76, 3.33, -0.76], [2.04, 3.25, -0.08], [0.99, -1.10, -2.73], [2.22, -1.56, 1.19], [1.41, -2.50, 2.51], [2.06, -2.58, 3.39], [0.48, -1.97, 2.77], [1.16, -3.50, 2.14], [3.93, -2.13, 1.07], [4.53, -1.39, 0.54], [4.37, -2.31, 2.06], [3.96, -3.06, 0.49], [2.42, 0.06, 2.00], [1.43, 0.43, 2.27], [3.05, -0.01, 2.90], [2.87, 0.76, 1.29], [2.26, -1.39, -3.98], [1.85, -1.16, -4.97], [3.13, -0.74, -3.82], [2.61, -2.43, -3.97], [-0.51, -1.67, -3.52], [-1.36, -1.18, -3.06], [-0.47, -1.42, -4.58], [-0.60, -2.74, -3.39], [0.89, 0.70, -2.83], [1.77, 1.16, -2.37], [0.85, 0.99, -3.89], [0.00, 1.06, -2.31], [-0.90, -2.45, -0.26], [-1.93, -2.98, -0.17], [1.71, -2.44, -1.53], [-3.38, 1.70, 4.67], [-3.48, 0.89, 3.49], [-4.63, 0.02, 3.36], [-2.07, 0.15, 3.09], [-1.54, 0.47, 1.89], [-0.56, -0.09, 1.34], [-2.30, 1.62, 1.28], [-2.07, 2.33, 0.09], [-2.98, 3.34, -0.28], [-4.08, 3.66, 0.54], [-4.29, 2.94, 1.72], [-3.39, 1.93, 2.05], [-1.20, 2.07, -0.50], [-2.85, 3.89, -1.20], [-4.77, 4.45, 0.24], [-5.13, 3.14, 2.37]],
  "gap_ev": [7.74, 7.52],
  "total_energy_ev": -82434.4826,
  "e_homo_ev": [-8.264, -8.288],
  "spin_multiplicity": 5
}

***

No. 3
{
  "formula": "C4H7N3",
  "method": "ωB97M-V with the def2-TZVPD basis set",
  "elements": ["H", "N", "C", "C", "N", "N", "C", "C", "H", "H", "H", "H", "H", "H"],
  "positions_angstrom": [[2.57, -1.46, -0.82], [1.62, -1.27, -0.52], [1.43, -0.02, -0.34], [2.63, 0.80, -0.20], [3.65, 0.74, 0.35], [0.23, 0.53, -0.04], [-0.91, -0.35, 0.12], [-2.17, 0.29, -0.42], [0.18, 1.48, 0.29], [-0.65, -1.26, -0.43], [-1.02, -0.65, 1.17], [-2.03, 0.55, -1.47], [-2.42, 1.21, 0.14], [-3.01, -0.40, -0.32]],
  "gap_ev": 9.94,
  "total_energy_ev": -8730.6106,
  "e_homo_ev": -9.556,
  "smiles": "[H]/N=C(\\C#N)NCC"
}

***

No. 4
{
  "formula": "C43H35N2P2PtSi",
  "method": "ωB97M-V with the def2-TZVPD basis set",
  "elements": ["Pt", "C", "Si", "C", "C", "C", "C", "C", "C", "P", "C", "C", "C", "C", "C", "C", "C", "C", "C", "C", "C", "C", "C", "C", "C", "C", "C", "C", "P", "C", "C", "C", "C", "C", "C", "C", "C", "C", "C", "C", "C", "H", "H", "H", "H", "H", "H", "H", "H", "H", "H", "H", "H", "H", "H", "H", "H", "H", "H", "H", "H", "H", "H", "H", "H", "H", "H", "H", "H", "H", "H", "H", "N", "C", "C", "C", "C", "N", "C", "C", "H", "H", "H", "H"],
  "positions_angstrom": [[11.69, 13.23, 9.23], [11.30, 14.58, 12.37], [11.07, 12.97, 11.53], [9.29, 12.36, 11.44], [8.60, 11.94, 12.63], [7.34, 11.42, 12.56], [6.81, 11.10, 11.34], [7.52, 11.29, 10.19], [8.72, 11.96, 10.25], [9.55, 12.39, 8.71], [8.74, 13.72, 7.82], [7.45, 14.25, 8.16], [6.83, 15.25, 7.42], [7.52, 15.81, 6.36], [8.77, 15.32, 6.00], [9.35, 14.28, 6.69], [9.60, 10.80, 7.81], [10.09, 9.72, 8.56], [10.01, 8.41, 7.99], [9.40, 8.22, 6.77], [8.82, 9.30, 6.08], [8.94, 10.57, 6.62], [12.24, 11.65, 12.11], [12.17, 11.16, 13.43], [13.10, 10.30, 13.93], [14.14, 9.84, 13.05], [14.34, 10.41, 11.83], [13.44, 11.32, 11.40], [13.80, 12.15, 9.87], [14.46, 10.98, 8.70], [13.51, 10.36, 7.86], [13.89, 9.31, 7.08], [15.23, 8.92, 6.96], [16.22, 9.54, 7.74], [15.82, 10.62, 8.54], [15.12, 13.43, 10.16], [15.34, 13.84, 11.49], [16.32, 14.78, 11.85], [17.03, 15.29, 10.81], [16.80, 15.04, 9.44], [15.82, 14.11, 9.06], [11.31, 14.40, 13.48], [10.55, 15.31, 12.12], [12.18, 15.14, 12.11], [9.04, 12.00, 13.62], [6.82, 11.20, 13.51], [5.81, 10.72, 11.24], [7.07, 10.96, 9.25], [6.98, 13.86, 9.05], [5.92, 15.69, 7.77], [7.15, 16.75, 5.84], [9.23, 15.65, 5.09], [10.28, 13.88, 6.33], [10.49, 9.84, 9.58], [10.49, 7.63, 8.52], [9.25, 7.24, 6.36], [8.21, 9.15, 5.20], [8.36, 11.40, 6.17], [11.39, 11.62, 14.03], [13.01, 9.92, 14.94], [14.94, 9.28, 13.49], [15.17, 10.18, 11.13], [12.51, 10.73, 7.88], [13.19, 8.78, 6.45], [15.51, 8.16, 6.31], [17.30, 9.35, 7.62], [16.57, 11.15, 9.11], [14.77, 13.42, 12.34], [16.55, 15.03, 12.85], [17.75, 15.99, 11.17], [17.42, 15.64, 8.79], [15.63, 13.84, 8.02], [11.35, 19.56, 5.71], [11.73, 18.70, 6.42], [11.95, 17.50, 7.21], [12.57, 16.36, 6.70], [12.63, 15.23, 7.43], [12.00, 15.17, 8.59], [11.35, 16.20, 9.10], [11.42, 17.44, 8.49], [13.08, 16.38, 5.76], [13.24, 14.40, 7.06], [10.80, 15.99, 10.00], [10.87, 18.26, 8.83]],
  "total_charge": 3,
  "gap_ev": [5.33, 3.70],
  "total_energy_ev": -77811.3852,
  "e_homo_ev": [-14.036, -16.557],
  "spin_multiplicity": 5
}

***

No. 5
{
  "formula": "C3H3LiMgO3",
  "method": "ωB97M-V with the def2-TZVPD basis set",
  "elements": ["O", "C", "C", "O", "O", "C", "Li", "H", "H", "H", "Mg"],
  "positions_angstrom": [[-0.49, 0.43, 0.72], [-0.52, 0.57, -0.54], [0.97, -0.76, 1.00], [-1.51, 0.87, -1.20], [0.53, -0.03, -1.18], [1.27, -0.85, -0.42], [-1.72, 1.32, 1.99], [0.59, -1.67, 1.47], [1.59, -0.09, 1.61], [1.60, -1.76, -0.93], [-2.30, 1.99, -2.54]],
  "total_charge": 3,
  "gap_ev": [4.81, 9.63],
  "total_energy_ev": -14918.5432,
  "e_homo_ev": [-20.213, -25.044],
  "spin_multiplicity": 2
}

***

No. 6
{
  "formula": "C31H43IN5O3S2",
  "method": "ωB97M-V with the def2-TZVPD basis set",
  "elements": ["C", "C", "C", "C", "O", "N", "C", "C", "C", "C", "C", "C", "S", "C", "C", "S", "C", "C", "C", "N", "N", "N", "C", "C", "C", "C", "O", "C", "C", "C", "C", "C", "C", "C", "C", "I", "C", "H", "H", "H", "H", "H", "H", "H", "H", "H", "H", "H", "H", "H", "H", "H", "H", "H", "H", "H", "H", "H", "H", "H", "H", "H", "H", "H", "H", "H", "H", "H", "H", "H", "H", "H", "C", "C", "O", "N", "C", "H", "H", "H", "H", "H", "H", "H", "H"],
  "positions_angstrom": [[5.89, 0.31, -2.26], [5.15, -0.98, -2.65], [3.85, -1.10, -1.83], [2.80, -1.96, -2.54], [1.46, -1.48, -2.51], [0.89, -1.31, -1.23], [1.01, -2.40, -0.35], [0.39, -3.60, -0.71], [0.45, -4.72, 0.11], [1.12, -4.63, 1.32], [1.73, -3.44, 1.70], [1.68, -2.33, 0.86], [2.49, -0.85, 1.39], [1.61, 0.36, 0.44], [1.63, 1.69, 0.88], [2.56, 2.04, 2.36], [0.94, 2.70, 0.19], [1.02, 4.12, 0.68], [2.17, 4.98, 0.02], [3.02, 4.26, -0.90], [1.53, 6.04, -0.71], [3.02, 5.51, 1.12], [0.20, 2.34, -0.95], [-0.61, 3.39, -1.69], [-2.12, 3.27, -1.41], [-2.53, 4.14, -0.24], [-2.75, 3.64, -2.64], [-4.14, 3.86, -2.59], [-4.94, 2.70, -2.06], [-5.98, 2.94, -1.17], [-6.77, 1.89, -0.70], [-6.53, 0.59, -1.11], [-5.48, 0.35, -2.00], [-4.70, 1.40, -2.47], [0.20, 1.01, -1.38], [-0.91, 0.46, -3.08], [0.93, 0.00, -0.72], [6.97, 0.23, -2.41], [5.73, 0.54, -1.21], [5.53, 1.16, -2.84], [4.91, -0.90, -3.71], [5.81, -1.82, -2.46], [3.48, -0.10, -1.66], [4.13, -1.59, -0.90], [3.04, -1.96, -3.60], [2.86, -3.00, -2.23], [-0.14, -3.65, -1.65], [-0.05, -5.62, -0.21], [1.16, -5.48, 1.98], [2.25, -3.37, 2.65], [3.68, 2.58, 1.87], [0.10, 4.65, 0.52], [1.19, 4.10, 1.74], [3.44, 3.47, -0.44], [2.47, 3.94, -1.69], [2.18, 6.47, -1.36], [1.13, 6.72, -0.08], [3.97, 5.18, 1.02], [3.06, 6.51, 1.05], [-0.28, 4.36, -1.36], [-0.46, 3.31, -2.76], [-2.36, 2.22, -1.20], [-2.26, 5.17, -0.44], [-3.58, 4.06, 0.00], [-2.00, 3.77, 0.64], [-4.39, 4.77, -2.04], [-4.44, 4.04, -3.62], [-6.20, 3.94, -0.82], [-7.59, 2.07, -0.02], [-7.15, -0.21, -0.75], [-5.31, -0.66, -2.32], [-3.89, 1.20, -3.16], [0.06, -7.22, 5.91], [-0.43, -7.23, 4.50], [0.17, -7.03, 3.51], [-1.90, -7.56, 4.30], [-2.75, -6.31, 4.24], [1.11, -6.92, 5.90], [-0.51, -6.52, 6.52], [-0.02, -8.22, 6.34], [-2.25, -8.18, 5.03], [-1.94, -8.01, 3.38], [-2.66, -5.77, 5.18], [-3.78, -6.61, 4.08], [-2.40, -5.70, 3.41]],
  "total_charge": 1,
  "gap_ev": 5.33,
  "total_energy_ev": -76200.1343,
  "e_homo_ev": -9.271
}

***

No. 7
{
  "formula": "C7H22N6",
  "method": "ωB97M-V with the def2-TZVPD basis set",
  "elements": ["C", "C", "C", "C", "C", "C", "C", "N", "N", "N", "N", "N", "N", "H", "H", "H", "H", "H", "H", "H", "H", "H", "H", "H", "H", "H", "H", "H", "H", "H", "H", "H", "H", "H", "H"],
  "positions_angstrom": [[2.72, -9.60, 3.77], [-1.76, -0.44, -2.20], [-0.87, 0.19, -4.51], [0.08, 5.83, 1.91], [-1.97, 4.36, 1.59], [-1.73, 0.58, -3.31], [-0.83, 5.00, 0.91], [3.80, -8.89, 3.83], [-1.00, 2.25, -1.61], [-1.43, 1.92, -2.78], [0.16, 4.16, 0.33], [4.68, -8.79, 2.80], [-0.80, 3.41, -1.20], [2.43, -10.17, 2.91], [2.11, -9.83, 4.64], [-1.52, -1.42, -2.48], [-1.10, -0.17, -1.43], [-2.73, -0.40, -1.72], [0.18, 0.27, -4.18], [-0.97, 0.83, -5.36], [-1.14, -0.93, -4.82], [0.31, 5.38, 2.93], [1.04, 6.00, 1.41], [-0.37, 6.71, 2.06], [-1.49, 3.76, 2.42], [-2.47, 3.53, 0.91], [-2.59, 5.12, 1.87], [-2.79, 0.77, -3.62], [-1.02, 5.78, 0.10], [3.96, -8.14, 4.49], [-1.59, 2.66, -3.44], [0.30, 3.26, 0.84], [5.22, -8.00, 2.77], [4.33, -9.13, 1.82], [-1.15, 4.15, -1.65]],
  "total_charge": 2,
  "gap_ev": 8.58,
  "total_energy_ev": -16534.4604,
  "e_homo_ev": -15.148
}

***

No. 8
{
  "formula": "CH3N5O",
  "method": "ωB97M-V with the def2-TZVPD basis set",
  "elements": ["N", "N", "C", "N", "N", "N", "O", "H", "H", "H"],
  "positions_angstrom": [[2.32, 0.35, -0.21], [1.52, -0.75, 0.08], [0.27, -0.40, 0.00], [-0.94, -1.16, 0.04], [-1.89, -0.42, -0.07], [-1.56, 0.86, -0.12], [-0.07, 0.92, 0.14], [1.74, 1.25, 0.08], [3.31, 0.24, 0.39], [-2.21, 1.49, 0.38]],
  "gap_ev": 8.79,
  "total_energy_ev": -10578.3224,
  "e_homo_ev": -8.566,
  "smiles": "N/N=c1/nn[nH]o1"
}

***

No. 9
{
  "formula": "C5H6S",
  "method": "ωB97M-V with the def2-TZVPD basis set",
  "elements": ["C", "C", "C", "C", "C", "S", "H", "H", "H", "H", "H", "H"],
  "positions_angstrom": [[1.69, -0.62, 0.24], [0.76, 0.55, -0.16], [-0.58, 0.37, 0.13], [-1.95, -0.77, 0.20], [-1.99, 0.59, 0.02], [-2.98, 1.89, -0.43], [1.53, -0.95, 1.24], [2.67, -0.44, 0.13], [1.50, -1.26, -0.59], [0.71, 0.83, -1.26], [1.13, 1.51, 0.49], [-2.48, -1.68, -0.01]],
  "gap_ev": 6.66,
  "total_energy_ev": -16111.5633,
  "e_homo_ev": -7.731,
  "smiles": "CCc1cc1=S"
}

***

No. 10
{
  "formula": "C14H25BHfN6Si",
  "method": "ωB97M-V with the def2-TZVPD basis set",
  "elements": ["H", "N", "B", "N", "C", "Hf", "H", "C", "H", "C", "H", "C", "H", "H", "H", "N", "N", "N", "N", "C", "C", "H", "H", "C", "C", "C", "C", "H", "H", "H", "H", "H", "C", "Si", "C", "C", "C", "H", "H", "H", "H", "H", "H", "H", "H", "H", "H", "H"],
  "positions_angstrom": [[0.46, -3.20, 0.59], [-1.00, -1.64, 0.33], [-3.33, -0.43, 0.25], [-2.40, -1.66, 0.45], [-2.81, -2.90, 0.75], [-0.17, 0.20, -0.33], [-3.88, -3.10, 0.87], [-1.69, -3.73, 0.85], [-1.72, -4.79, 1.08], [-0.58, -2.92, 0.60], [-4.50, -0.67, 0.55], [2.23, 2.37, -2.20], [3.31, 2.54, -2.39], [1.89, 2.86, -1.28], [1.66, 2.70, -3.09], [-3.26, -0.07, -1.25], [-2.76, 0.78, 1.04], [-2.04, 0.23, -1.86], [-1.40, 1.14, 1.07], [-4.28, -0.01, -2.12], [-3.45, 1.63, 1.79], [-5.29, -0.21, -1.80], [-4.53, 1.53, 1.87], [-3.76, 0.31, -3.38], [-2.58, 2.55, 2.38], [-2.38, 0.47, -3.19], [-1.30, 2.21, 1.94], [-4.35, 0.40, -4.27], [-2.86, 3.34, 3.04], [-1.70, 0.72, -3.99], [-0.34, 2.65, 2.16], [2.05, 1.28, -2.01], [2.17, 0.61, 3.42], [2.85, -0.46, 2.03], [4.74, -0.33, 2.11], [2.43, -2.24, 2.45], [2.07, 0.09, 0.37], [2.54, 0.30, 4.41], [1.07, 0.57, 3.45], [2.45, 1.66, 3.28], [5.16, -0.65, 3.07], [5.21, -0.97, 1.34], [5.08, 0.70, 1.93], [1.35, -2.39, 2.52], [2.81, -2.92, 1.67], [2.88, -2.57, 3.40], [2.58, 1.07, 0.26], [2.73, -0.47, -0.32]],
  "total_charge": 2,
  "gap_ev": 7.38,
  "total_energy_ev": -33711.7959,
  "e_homo_ev": -15.392
}

***

No. 11
{
  "formula": "CCl2F3OP",
  "method": "ωB97M-V with the def2-TZVPD basis set",
  "elements": ["C", "O", "F", "F", "F", "P", "Cl", "Cl"],
  "positions_angstrom": [[0.79, -0.05, -0.38], [-1.71, -0.10, 1.73], [1.02, -1.10, 0.35], [1.44, 1.00, 0.05], [0.95, -0.24, -1.64], [-1.54, 0.10, 0.31], [-2.31, 1.82, -0.40], [-1.96, -1.58, -0.64]],
  "gap_ev": 9.57,
  "total_energy_ev": -45571.1283,
  "e_homo_ev": -10.175
}

***

No. 12
{
  "formula": "C8H13IO",
  "method": "ωB97M-V with the def2-TZVPD basis set",
  "elements": ["C", "C", "C", "C", "C", "C", "C", "C", "O", "I", "H", "H", "H", "H", "H", "H", "H", "H", "H", "H", "H", "H", "H"],
  "positions_angstrom": [[-1.66, -0.32, 0.83], [-1.42, -0.33, -0.46], [-0.56, 0.18, 1.72], [0.35, 0.45, -0.55], [0.74, 0.07, 0.88], [-2.13, -0.67, -1.69], [1.19, -0.08, -1.67], [1.90, 0.86, 1.45], [1.16, -1.29, 0.88], [-0.08, 2.55, -0.82], [-2.59, -0.66, 1.28], [-0.74, 1.22, 2.00], [-0.46, -0.40, 2.63], [-2.20, 0.21, -2.34], [-3.14, -1.01, -1.46], [-1.61, -1.45, -2.24], [2.15, 0.44, -1.68], [0.71, 0.07, -2.63], [1.38, -1.14, -1.53], [2.80, 0.62, 0.89], [2.06, 0.57, 2.49], [1.72, 1.93, 1.41], [0.41, -1.83, 0.61]],
  "gap_ev": 9.52,
  "total_energy_ev": -18653.9134,
  "e_homo_ev": -8.927
}

***

F_max: 1.8 6.1 1.6 3.4 4.9 1.1 5.0 4.2 9.4 1.7 5.4 4.3 (eV/A)